The following is a quantum chemistry calculation of an isolated molecule of C5H9NO, from OMol25.

## Properties
SMILES	C[C@H]1N[C@H]1CC=O
M	99.133	g/mol
net charge	0
largest force on an atom	0.62	eV Å⁻¹
frontier orbital gap	10.76	eV

Element x y z (Å)
C (-0.60755, 1.56311, -0.61859)
C (0.38331, 0.51247, -1.07168)
N (1.64658, 0.40909, -0.35125)
C (0.74297, -0.74053, -0.35100)
C (0.19393, -1.19731, 0.99944)
C (-1.22716, -0.77741, 1.33152)
O (-2.18921, -1.03535, 0.64694)
H (-0.30691, 2.00527, 0.33822)
H (-0.63522, 2.36949, -1.36043)
H (-1.61804, 1.15289, -0.52907)
H (0.43516, 0.41118, -2.15610)
H (2.43545, 0.27057, -0.97662)
H (1.03173, -1.56435, -1.00520)
H (0.87042, -0.85863, 1.79037)
H (0.18916, -2.29584, 1.02372)
H (-1.34462, -0.22466, 2.28972)


The following is a quantum chemistry calculation of an isolated molecule of C8H14, from OMol25.

## Properties
SMILES	C=C/C(=C/C)CCC
M	110.200	g/mol
net charge	0
largest force on an atom	0.82	eV Å⁻¹
frontier orbital gap	9.51	eV

Element x y z (Å)
C (0.04053, 2.62706, 1.09242)
C (0.48773, 2.11779, -0.05370)
C (0.08289, 0.84285, -0.65974)
C (0.49027, 0.55729, -1.90185)
C (0.27178, -0.73973, -2.62271)
C (-0.67817, -0.15270, 0.17412)
C (0.20282, -0.85397, 1.20317)
C (-0.51294, -2.03025, 1.89935)
H (-0.60780, 2.06993, 1.76294)
H (0.34694, 3.60289, 1.45695)
H (1.19862, 2.70351, -0.62611)
H (1.08647, 1.30122, -2.41539)
H (0.93651, -0.80637, -3.47975)
H (-0.74711, -0.83753, -3.02894)
H (0.38973, -1.62072, -1.98812)
H (-1.44396, 0.40012, 0.73290)
H (-1.19302, -0.86349, -0.46921)
H (1.12677, -1.19287, 0.73517)
H (0.54593, -0.14170, 1.95982)
H (-1.35520, -2.39388, 1.31135)
H (0.16243, -2.87801, 2.03076)
H (-0.83123, -1.71143, 2.88656)


The following is a quantum chemistry calculation of a structure of composition C16H19N3O12V in a non-equilibrium geometry, from OMol25.

## Properties
M	496.281	g/mol
net charge	-3
largest force on an atom	6.77	eV Å⁻¹
frontier orbital gap	2.31	eV

Element x y z (Å)
O (-12.52793, -15.04957, -13.60836)
V (-13.41085, -14.83754, -12.34377)
O (-12.33318, -14.58809, -11.14786)
N (-16.50362, -14.05283, -14.21055)
O (-17.10144, -13.28068, -14.99473)
O (-15.25922, -13.94273, -14.03421)
O (-17.10644, -14.96601, -13.61410)
O (-13.98133, -17.00931, -12.11470)
C (-13.18163, -18.17784, -11.99661)
C (-13.74284, -19.57090, -11.46522)
O (-15.05459, -19.87880, -11.13613)
H (-12.27807, -17.97494, -11.40049)
H (-12.72846, -18.39966, -12.98006)
H (-13.05477, -19.80307, -10.62767)
H (-13.44054, -20.26479, -12.27453)
C (-15.57418, -12.88980, -9.14308)
C (-15.48494, -13.26643, -10.61513)
O (-15.24191, -14.58573, -10.91567)
H (-14.70652, -13.20605, -8.55960)
H (-16.54051, -13.16027, -8.70538)
H (-15.57357, -11.79046, -9.06870)
H (-14.63543, -12.66142, -11.00394)
H (-16.37665, -12.82880, -11.10410)
C (-11.09764, -15.11872, -5.78841)
C (-9.75556, -14.84206, -5.60762)
C (-8.92724, -14.34890, -6.62137)
C (-9.48570, -14.27854, -7.90052)
C (-10.85172, -14.47186, -8.09201)
C (-11.66789, -14.82936, -7.02242)
N (-8.71654, -13.70807, -9.01045)
O (-7.50619, -13.52958, -8.83915)
O (-9.29574, -13.54824, -10.05064)
H (-11.70618, -15.43467, -4.95233)
H (-9.27650, -14.94362, -4.64024)
H (-7.91857, -14.02193, -6.42379)
H (-11.22097, -14.37792, -9.11152)
H (-12.72197, -14.94626, -7.23389)
C (-13.16990, -17.19981, -17.71813)
C (-13.14153, -17.06121, -16.33280)
C (-14.25021, -17.50451, -15.62509)
C (-15.37936, -17.93175, -16.28365)
C (-15.43793, -18.00287, -17.67206)
C (-14.31547, -17.59858, -18.39297)
N (-16.54000, -18.39877, -15.53542)
O (-17.47501, -18.93667, -16.11130)
O (-16.50597, -18.25570, -14.33758)
H (-12.30584, -16.90013, -18.30291)
H (-12.28061, -16.71966, -15.77716)
H (-14.18730, -17.32198, -14.55506)
H (-16.34807, -18.34521, -18.14238)
H (-14.35150, -17.45899, -19.46629)


The following is a quantum chemistry calculation of a structure of composition C6H15BeN4O in a non-equilibrium geometry, from OMol25.

## Properties
M	168.225	g/mol
net charge	-1
largest force on an atom	2.73	eV Å⁻¹
frontier orbital gap (alpha / beta)	4.87 / 3.18	eV

Element x y z (Å)
C (0.80731, -2.43754, 1.18747)
Be (-0.26496, 1.15684, -0.25148)
N (-0.73134, 1.17575, -1.86459)
H (0.17014, -2.27477, 0.31047)
H (-1.53593, 0.53135, -1.86138)
H (0.41227, -0.07157, 0.35446)
H (1.76378, -2.87570, 0.87934)
H (0.29206, -3.10425, 1.88871)
H (0.98503, -1.47485, 1.67507)
H (-1.08324, 2.09379, -2.15516)
H (-0.05996, 0.85854, -2.56002)
C (-4.25716, -0.08461, 2.20239)
N (-3.21024, 0.91784, 2.01848)
C (-3.17974, 2.03242, 2.81020)
C (-2.15856, 2.92956, 2.69378)
C (-1.15147, 2.67151, 1.75629)
N (-1.33402, 1.70006, 0.84226)
C (-2.33528, 0.75113, 0.97713)
O (-2.38499, -0.18545, 0.15416)
N (0.01424, 3.34450, 1.65571)
H (-3.85073, -1.01850, 2.61470)
H (-4.74951, -0.30768, 1.25018)
H (-4.99139, 0.31757, 2.90755)
H (-4.01009, 2.10268, 3.51355)
H (-2.08781, 3.79495, 3.33486)
H (0.23805, 4.06576, 2.34231)
H (0.80555, 2.89031, 1.19743)


The following is a quantum chemistry calculation of an isolated molecule of C4H9NO in a non-equilibrium geometry, from OMol25.

## Properties
SMILES	CCC(=O)NC
M	87.122	g/mol
net charge	0
largest force on an atom	1.00	eV Å⁻¹
frontier orbital gap	10.49	eV

Element x y z (Å)
C (-0.23047, 1.62666, -0.20952)
C (-0.39231, 0.99124, 1.23032)
C (0.33518, -0.26983, 0.87341)
O (1.54862, -0.24989, 1.00373)
N (-0.31744, -1.21286, 0.12107)
C (0.41467, -1.78050, -0.99686)
H (0.40308, 1.04455, -0.90121)
H (-1.21487, 1.63428, -0.68547)
H (0.20801, 2.61699, -0.18534)
H (0.15699, 1.36994, 2.10457)
H (-1.45478, 1.04355, 1.48763)
H (-1.30958, -1.07753, -0.01373)
H (0.21285, -1.22509, -1.92698)
H (1.47516, -1.67894, -0.75987)
H (0.16487, -2.83258, -1.14175)


The following is a quantum chemistry calculation of a cluster of 5 separate species, C30H71N5O5 in total in a non-equilibrium geometry, from OMol25.

## Properties
SMILES	CC1(C)CCCC(C)(C)N1O.CC1(C)CCCC(C)(C)N1O.COC[C@H](C)N.COC[C@H](C)N.COC[C@H](C)N
M	581.928	g/mol
net charge	0
largest force on an atom	3.42	eV Å⁻¹
frontier orbital gap	8.67	eV

Element x y z (Å)
C (3.47258, 0.06733, -0.50558)
C (3.69416, 1.29084, -1.44671)
C (2.22324, 1.79811, -1.76398)
C (4.47659, 2.27258, -0.50638)
C (4.96609, 3.54096, -1.31079)
C (5.69716, 3.20515, -2.62944)
C (4.95163, 2.12768, -3.51317)
C (3.87752, 2.91426, -4.42213)
C (5.96101, 1.45282, -4.42668)
N (4.49192, 0.99517, -2.60745)
O (3.94108, -0.06279, -3.26649)
H (3.15544, 0.26582, 0.51820)
H (2.96296, -0.77780, -0.96834)
H (4.38080, -0.48087, -0.25513)
H (1.87353, 1.10856, -2.53231)
H (1.53141, 1.60404, -0.94434)
H (2.19039, 2.82111, -2.13880)
H (3.83507, 2.70175, 0.26328)
H (5.30163, 1.71543, -0.06255)
H (4.05424, 4.09249, -1.53978)
H (5.51764, 4.13523, -0.58227)
H (6.73161, 2.96816, -2.38075)
H (5.57923, 4.13140, -3.19180)
H (4.38114, 3.65807, -5.03956)
H (3.05500, 3.40081, -3.89789)
H (3.40276, 2.15465, -5.04317)
H (6.44733, 2.23158, -5.01415)
H (5.41941, 0.65410, -4.93345)
H (6.71267, 0.83769, -3.93199)
H (4.50057, -0.79201, -2.98933)
C (-6.44791, 0.97128, 4.81873)
C (-5.26686, 0.10943, 5.31492)
C (-5.28573, 0.01857, 6.82468)
C (-5.66742, -1.32267, 4.81779)
C (-5.49174, -1.53591, 3.35264)
C (-3.99680, -1.22987, 3.01835)
C (-3.60716, 0.17507, 3.40535)
C (-2.02830, 0.20785, 3.41343)
C (-4.18744, 1.14239, 2.37719)
N (-3.91365, 0.54109, 4.81324)
O (-3.37684, 1.81870, 5.20907)
H (-6.03674, 1.95335, 4.58508)
H (-6.98038, 0.62575, 3.93263)
H (-7.13419, 1.30224, 5.59820)
H (-5.15773, 1.00899, 7.26147)
H (-6.27822, -0.21337, 7.21103)
H (-4.47423, -0.60665, 7.19707)
H (-4.98052, -1.99915, 5.32637)
H (-6.75234, -1.31341, 4.92244)
H (-5.73934, -2.59416, 3.26958)
H (-6.21998, -1.07168, 2.68762)
H (-3.68192, -1.43107, 1.99440)
H (-3.38841, -1.89446, 3.63178)
H (-1.64547, -0.12700, 4.37750)
H (-1.73843, 1.24319, 3.23418)
H (-1.65840, -0.45131, 2.62807)
H (-4.90798, 1.85354, 2.78114)
H (-4.82404, 0.71967, 1.59992)
H (-3.49496, 1.67529, 1.72558)
H (-2.50474, 1.56404, 5.51921)
C (4.36745, -7.04885, -1.19024)
O (4.02398, -5.91187, -0.37694)
C (4.96756, -5.76081, 0.71161)
C (5.07374, -4.24163, 0.94236)
C (5.52380, -3.43790, -0.25221)
N (5.94626, -3.88418, 2.04785)
H (4.23937, -7.98791, -0.65185)
H (5.39450, -6.94104, -1.53901)
H (3.77510, -7.15342, -2.09924)
H (4.66273, -6.25587, 1.63362)
H (5.99006, -6.08520, 0.51830)
H (4.08452, -3.87566, 1.21732)
H (4.73905, -3.41998, -1.00848)
H (6.37284, -3.84822, -0.79890)
H (5.69668, -2.39437, 0.01096)
H (6.04176, -4.64824, 2.70145)
H (6.88710, -3.84160, 1.68299)
C (-6.49818, 4.80265, -4.78907)
O (-6.05250, 3.69071, -3.89155)
C (-4.73338, 3.29977, -4.23968)
C (-4.21044, 2.39626, -3.16568)
C (-3.98012, 3.25212, -1.99640)
N (-2.95413, 1.83880, -3.45216)
H (-6.09931, 5.73508, -4.38962)
H (-7.58795, 4.82446, -4.79464)
H (-6.32019, 4.58490, -5.84216)
H (-4.80106, 2.70441, -5.15021)
H (-4.17929, 4.22755, -4.38224)
H (-4.78105, 1.50759, -2.89591)
H (-4.94015, 3.53209, -1.56273)
H (-3.58219, 4.23518, -2.24807)
H (-3.44853, 2.83487, -1.14117)
H (-3.03925, 1.13137, -4.16798)
H (-2.39101, 2.57234, -3.85827)
C (-1.93595, 0.09351, -0.42469)
O (-1.19090, -0.84586, 0.31751)
C (-0.28635, -1.51740, -0.48304)
C (0.42612, -2.56555, 0.42809)
C (1.16388, -2.05145, 1.62927)
N (1.22816, -3.38088, -0.53395)
H (-2.81488, 0.27279, 0.19454)
H (-2.28366, -0.22339, -1.40794)
H (-1.43955, 1.06231, -0.36909)
H (-0.81109, -2.16895, -1.18178)
H (0.35444, -0.86184, -1.07272)
H (-0.39874, -3.11615, 0.88036)
H (0.93717, -1.00697, 1.84319)
H (2.21116, -2.03399, 1.32762)
H (1.17488, -2.60151, 2.57023)
H (1.70918, -2.65441, -1.04480)
H (1.84996, -4.00516, -0.04024)


Number 1: energy -8866.9936 eV. Number 2: energy -8522.0251 eV. Number 3: energy -71612.5757 eV. Number 4: energy -14874.6685 eV. Number 5: energy -7831.1655 eV. Number 6: energy -49941.7923 eV.